Version w
The following is a quantum chemistry calculation of 2 unconnected molecules or ions with the total composition C4H12OS2, from the Open Molecules 2025 dataset.

As for the LUMO energy: 0.64 eV. Its spin multiplicity is 1. The SMILES is CCSSCC.O. The gap between HOMO and LUMO is 9.569 eV. The molar mass comes out at 140.273 u. The charge is 0. Its HOMO energy is -8.93 eV.

Last column: Löwdin charge in e.
Atoms and positions in Å:
C -0.3183 0.3872 -2.1962  -0.170
C -0.3381 1.3911 -1.0063  -0.597
S -0.8507 0.5958 0.5423  0.489
S 0.2920 -1.1477 0.7500  0.495
C -0.8635 -2.3432 0.0092  -0.621
C -0.5771 -3.7727 0.5014  -0.173
H -0.0128 0.9202 -3.0936  0.070
H 0.4246 -0.3863 -1.9995  0.038
H -1.2951 -0.0813 -2.1710  0.062
H 0.4887 2.0640 -0.8025  0.051
H -1.1793 2.0254 -1.3009  0.064
H -0.8792 -2.2921 -1.0742  0.053
H -1.8651 -2.0660 0.3456  0.054
H 0.0433 -4.2884 -0.2378  0.067
H -0.0188 -3.7184 1.4349  0.049
H -1.4171 -4.4517 0.6288  0.068
O 2.3628 4.8703 0.3213  -0.056
H 3.1960 4.7917 -0.1533  0.033
H 2.2927 4.1265 0.9150  0.023



Version x
The following is a quantum chemistry calculation of 2 unconnected molecules or ions with the total composition C4H12OS2, from the Open Molecules 2025 dataset.

As for the LUMO energy: 0.74 eV. Its spin multiplicity is 1. The SMILES is CCCSSC.O. The gap between HOMO and LUMO is 9.455 eV. The molar mass comes out at 140.273 u. The charge is 0. Its HOMO energy is -8.71 eV.

Last column: Löwdin charge in e.
Atoms and positions in Å:
C -0.9505 -2.0239 -0.7129  -0.113
C -0.8133 -0.6276 -1.3065  -0.338
C 0.5710 -0.0382 -1.0712  -0.540
S 0.8963 0.3636 0.6878  0.495
S -0.4303 1.9007 1.0313  0.450
C 0.2326 3.2372 0.0292  -0.483
H -0.1004 -2.6556 -0.9618  0.075
H -1.8622 -2.5176 -1.0374  0.069
H -1.0128 -1.9323 0.3769  0.063
H -1.5490 0.0500 -0.8765  0.075
H -0.9851 -0.6204 -2.3859  0.105
H 0.8146 0.8439 -1.6619  0.059
H 1.3460 -0.7824 -1.2738  0.070
H -0.3320 4.1192 0.3241  0.027
H 0.1157 3.0694 -1.0375  0.024
H 1.2855 3.4222 0.2231  0.033
O 0.7134 -2.2528 3.1349  -0.080
H 0.5137 -1.3370 2.9018  -0.021
H 1.5467 -2.2184 3.6165  0.032



Version y
The following is a quantum chemistry calculation of 2 unconnected molecules or ions with the total composition C4H12OS2, from the Open Molecules 2025 dataset.

As for the LUMO energy: 0.62 eV. Its spin multiplicity is 1. The SMILES is CCSSCC.O. The gap between HOMO and LUMO is 8.915 eV. The molar mass comes out at 140.273 u. The charge is 0. Its HOMO energy is -8.30 eV.

Last column: Löwdin charge in e.
Atoms and positions in Å:
C -2.5504 0.2712 -1.4979  -0.195
C -1.5103 -0.5936 -2.1930  -0.635
S 0.1520 0.0691 -2.0039  0.508
S 1.0891 -1.3507 -0.7988  0.513
C 1.6667 -0.3170 0.5715  -0.605
C 3.2068 -0.4804 0.7586  -0.172
H -3.5981 -0.0239 -1.6716  0.073
H -2.4624 0.4598 -0.4269  0.060
H -2.5085 1.2629 -1.9770  0.065
H -1.6183 -1.6017 -1.8103  0.056
H -1.7457 -0.6242 -3.2505  0.060
H 1.2203 -0.6251 1.5046  0.050
H 1.4921 0.7450 0.4180  0.054
H 3.4746 -0.9603 1.7087  0.071
H 3.7272 -0.9260 -0.0751  0.047
H 3.6452 0.5003 0.8046  0.053
O -0.9017 1.3007 3.5236  -0.068
H -1.1147 1.0621 2.6106  0.025
H -1.6640 1.8317 3.8049  0.040



So which one is most stable? That would be version x, about 0.453 eV below the next structure.



Version w
The following is a quantum chemistry calculation of a single C4H8BrN2O2P molecule, from the Open Molecules 2025 dataset.

As for the LUMO energy: -1.67 eV. Its spin multiplicity is 1. The gap between HOMO and LUMO is 6.411 eV. The molar mass comes out at 226.998 u. The charge is 0. Its HOMO energy is -8.08 eV.

Last column: Löwdin charge in e.
Atoms and positions in Å:
C 0.7293 -0.4779 -0.3051  -0.592
C 2.1207 1.0059 1.0776  0.164
C 0.1692 1.9732 0.1248  -0.076
C -0.7515 -2.2005 -1.1112  -0.011
N 1.0122 0.8126 0.4512  -0.072
N -0.4311 -1.0477 -0.2448  -0.232
O 1.6701 -0.8028 -0.9562  0.102
O -2.5737 -1.6294 1.2487  -0.552
P -1.6724 -0.4860 1.0255  0.426
Br -3.0054 0.8104 -0.4022  0.128
H 2.7993 0.1593 1.1334  0.117
H 2.3873 1.9957 1.6596  0.161
H 0.0402 1.9317 -0.9178  0.079
H -0.8985 2.1314 0.3084  -0.005
H 0.7725 2.9091 0.5752  0.142
H -0.5191 -3.0788 -0.5187  0.105
H -1.7444 -2.0672 -1.2197  0.026
H -0.1047 -1.9390 -1.9288  0.090



Version x
The following is a quantum chemistry calculation of a single C4H8BrN2O2P molecule, from the Open Molecules 2025 dataset.

As for the LUMO energy: 0.43 eV. Its spin multiplicity is 1. The SMILES is CN1C[P@@](=O)(Br)N(C)C1=O. The gap between HOMO and LUMO is 9.998 eV. The molar mass comes out at 226.998 u. The charge is 0. Its HOMO energy is -9.57 eV.

Last column: Löwdin charge in e.
Atoms and positions in Å:
C -0.6838 -1.0052 2.2220  -0.032
N -0.2134 -0.2569 1.1316  -0.163
C 1.0982 0.2757 1.1224  -0.230
P 1.3727 0.5579 -0.6809  0.331
O 2.1415 1.7296 -1.1221  -0.345
Br 2.2108 -1.3699 -1.4118  0.401
N -0.2796 0.4811 -1.0410  -0.213
C -0.7736 0.7837 -2.4420  -0.037
C -0.9420 -0.2271 -0.0724  -0.557
O -2.0157 -0.7681 -0.1555  0.089
H 0.0361 -1.8814 2.3767  0.137
H -0.8559 -0.4040 2.9880  0.053
H -1.5788 -1.4270 1.9836  0.059
H 1.1863 1.2385 1.6287  0.111
H 1.7495 -0.3617 1.6126  0.072
H 0.2580 0.7184 -3.0497  0.106
H -1.5779 0.0034 -2.6205  0.098
H -1.1324 1.9129 -2.4698  0.119



So which one is most stable? That would be version x, about 2.818 eV below the next structure.



Version w
The following is a quantum chemistry calculation of 3 unconnected molecules or ions with the total composition C3H8NO3, from the Open Molecules 2025 dataset.

As for the LUMO energy: -4.63 eV. Its spin multiplicity is 1. The gap between HOMO and LUMO is 10.373 eV. The molar mass comes out at 106.101 u. The charge is +1. Its HOMO energy is -15.01 eV.

Last column: Löwdin charge in e.
Atoms and positions in Å:
C -0.1984 1.7259 -2.2921  -0.029
C -0.3285 0.4399 -2.0649  -0.174
C 1.8456 -0.0560 0.9356  -0.130
N 0.6714 -0.2048 0.4201  0.233
O -0.2918 -1.4022 2.8298  -0.113
O 2.9070 -0.0233 1.3251  0.363
O 0.9790 -1.5644 3.3635  -0.093
H 0.6314 1.9227 -3.1308  0.125
H -0.8401 2.5958 -1.8697  0.113
H -1.2327 0.1049 -1.4778  0.098
H 0.2127 -0.3241 -2.5727  0.072
H 0.4321 0.2476 -0.5298  0.073
H 0.9561 -2.2333 4.1413  0.167
H -0.1177 -0.7161 0.9077  0.164
H -0.6805 -0.5733 3.1982  0.130



Version x
The following is a quantum chemistry calculation of a gas-phase ion, C3H8NO3 (charge +1), from the Open Molecules 2025 dataset.

As for the LUMO energy: -3.38 eV. Its spin multiplicity is 1. The gap between HOMO and LUMO is 12.077 eV. The molar mass comes out at 106.101 u. The charge is +1. Its HOMO energy is -15.45 eV.

Last column: Löwdin charge in e.
Atoms and positions in Å:
C -0.1610 0.2779 -2.0107  -0.284
C 0.8149 0.8482 1.3245  0.048
C -0.0695 -0.1880 0.6660  -0.487
N -1.3419 -0.2454 1.0953  0.183
O 0.1791 -0.8305 -2.5223  0.222
O 0.3824 -1.4241 0.2616  0.098
O -0.2292 0.6378 -0.8813  0.100
H -0.6272 0.9710 -2.7752  0.198
H 1.8662 0.7510 1.1525  0.099
H 0.5187 1.8722 1.0389  0.122
H 0.5844 0.7241 2.3483  0.094
H 0.4016 -1.5719 -1.9774  0.128
H -1.8351 0.6603 1.0494  0.158
H -1.8325 -1.1772 1.0434  0.174
H 1.3491 -1.3053 0.1870  0.148



So which one is most stable? That would be version x, about 4.630 eV below the next structure.